# C10H21BrClO6P

A 3-piece molecular cluster, C10H21BrClO6P overall (ωB97M-V with the def2-TZVPD basis set, the OMol25 dataset).

Cartesian coordinates (Å):
C -0.00558 0.14768 -3.66213
C -0.54676 0.32352 -2.11614
C 0.68060 0.82688 -1.09838
C 1.02887 -0.39956 -0.07280
P 0.19473 2.47774 -0.27676
Cl 0.06244 2.35556 1.83811
Br 1.95505 3.88353 -0.75505
H 0.59818 -0.86539 -3.74049
H 0.74889 1.02008 -3.87215
H -0.85222 0.20233 -4.47321
H -1.01772 -0.70385 -1.76037
H -1.40714 1.14933 -2.13994
H 1.60820 1.01054 -1.82619
H 0.23647 -1.26169 -0.04575
H 2.03423 -0.89831 -0.47913
H 1.25290 -0.08809 1.03174
C -0.29374 3.58987 4.34045
O -1.41097 4.43768 4.59958
C -1.78747 4.48255 5.90248
O -1.26083 3.87645 6.82244
O -2.85140 5.31864 6.00447
C -3.35842 5.46407 7.32963
H -0.08016 3.63031 3.26875
H 0.59101 3.94095 4.88128
H -0.52572 2.55352 4.60640
H -2.59621 5.89020 7.98998
H -3.71288 4.50264 7.71508
H -4.20625 6.15371 7.29323
C -0.34384 -6.26454 -5.32817
O 0.93602 -6.32697 -4.70192
C 1.23859 -5.24504 -3.94088
O 0.52492 -4.27003 -3.76457
O 2.47273 -5.43587 -3.40998
C 2.92566 -4.36847 -2.57946
H -0.48026 -7.18007 -5.91038
H -1.13892 -6.21232 -4.57740
H -0.39805 -5.41080 -6.01137
H 2.26133 -4.24050 -1.71869
H 3.00211 -3.43893 -3.15276
H 3.92160 -4.62735 -2.20958

Energy (Eh): -4220.5782
Highest occupied orbital energy (eV): -9.11
LUMO level (eV): -0.12
Kohn-Sham gap (eV): 8.986
SMILES: CC[C@H](C)P(Cl)Br.COC(=O)OC.COC(=O)OC

---

# C10H21F3IO2P2Ru

C10H21F3IO2P2Ru as an isolated structure (ωB97M-V with the def2-TZVPD basis set, the OMol25 dataset).

Cartesian coordinates (Å):
C -1.94918 6.10168 -0.01549
C -2.44095 4.76179 -0.14237
H -2.78985 6.81321 -0.10328
H -1.17260 6.23209 -0.78878
H -1.42350 6.15831 0.95341
O -3.38199 4.07130 -0.29989
I 0.09309 3.20067 0.14967
Ru -0.11762 0.61269 0.01387
P -0.28425 0.28332 2.40339
C -1.32789 -1.07517 3.05334
C 1.32700 0.09767 3.23850
H 1.25160 0.37444 4.30256
H -1.15702 1.72331 4.15907
H 2.05883 0.74821 2.74241
H -0.44088 2.62971 2.74713
H -0.90874 -2.05739 2.80584
H 1.68266 -0.94055 3.16152
C -1.06983 1.79183 3.06954
H -1.37369 -0.96378 4.14218
H -2.04607 1.91098 2.59680
H -2.33481 -1.01370 2.62312
P 0.38694 0.48266 -2.35524
C -0.42367 -0.80560 -3.37601
C -0.20071 2.05110 -3.08448
H 2.72871 0.94432 -2.00044
H 2.38182 0.70928 -3.74754
H 2.49944 -0.69957 -2.64274
C 2.16735 0.34563 -2.72938
H 0.30492 2.85131 -2.53181
H 0.01861 2.07398 -4.15775
H -0.16882 -0.60355 -4.42232
H -1.51039 -0.76805 -3.23484
H -1.27010 2.14360 -2.89130
H -0.07802 -1.80941 -3.10403
C -1.39262 -0.66005 -0.22299
O -2.13816 -1.56019 -0.36379
F 2.40666 -0.76403 0.31547
C 1.06638 -1.10455 0.10815
F 1.05006 -1.92869 -1.03551
F 0.74256 -2.02753 1.12683

Energy (Eh): -1917.7783
Highest occupied orbital energy (alpha / beta) (eV): -18.74 / -19.98
LUMO level (alpha / beta) (eV): -11.75 / -14.87
Charge: +3
Spin multiplicity: 5
Kohn-Sham gap (alpha / beta) (eV): 6.994 / 5.116
⟨S²⟩: 6.0183

---

# C10H21K2O13

C10H21K2O13 as an isolated structure (ωB97M-V with the def2-TZVPD basis set, the OMol25 dataset).

Cartesian coordinates (Å):
K -1.61550 3.41465 2.84417
K 1.82238 0.07837 4.00315
C -0.32320 3.08143 -2.37533
C 0.12050 4.48931 -2.01624
O -0.03286 4.77740 -0.79841
O 0.50819 5.23946 -2.92522
H -1.28525 2.84187 -1.92238
H 0.50885 2.46946 -2.02705
H -0.45105 3.02231 -3.45619
C -2.38418 -2.50737 -1.38388
C -3.66849 -3.02476 -0.74492
O -4.73735 -3.01718 -1.41389
O -3.72228 -3.43850 0.40038
H -1.50053 -2.63516 -0.75863
H -2.36500 -1.44167 -1.61195
H -2.07579 -2.99420 -2.30908
C 2.02996 0.62770 -3.62094
C 2.95332 1.62233 -2.99145
O 3.29915 1.40392 -1.80089
O 3.23441 2.61400 -3.71631
H 0.98746 0.61522 -3.30295
H 2.35812 -0.38920 -3.40571
H 1.91762 0.66956 -4.70433
C 1.27657 -3.46775 3.73886
C 2.70447 -3.42733 4.28578
O 3.16220 -4.55660 4.68541
O 3.38563 -2.41844 4.26568
H 0.85466 -4.44282 3.49530
H 1.28336 -2.92969 2.79095
H 0.59804 -2.91357 4.38739
C -0.78278 0.74640 -0.05310
C 0.03008 0.53834 1.22842
O 0.40683 1.60546 1.85932
O 0.47889 -0.63258 1.46252
H -1.19029 1.74037 -0.23768
H -1.54843 -0.02891 -0.02520
H -0.17509 0.48640 -0.91982
O -1.53509 -1.86055 2.75564
H -0.82294 -1.55917 2.19151
H -1.32775 -1.49940 3.61751
O -2.52070 4.48786 0.13385
H -2.72077 5.41905 0.03851
H -1.67007 4.38036 -0.29171
O 1.82533 -2.35462 -0.01935
H 1.30090 -3.14299 0.12092
H 1.40827 -1.68857 0.52716

Energy (Eh): -2571.6818
Highest occupied orbital energy (eV): 0.33
LUMO level (eV): 3.25
Charge: -3
Kohn-Sham gap (eV): 2.914

---

# C10H21N2

An isolated ion of composition C10H21N2 and charge +1 (ωB97M-V with the def2-TZVPD basis set, the OMol25 dataset).

Cartesian coordinates (Å):
C -0.91323 -1.07183 -1.04256
C 0.19011 -0.04785 -0.66663
N -0.19279 0.96674 0.24021
C -0.00672 2.37470 -0.17202
C -1.09950 0.72048 1.22788
N -2.78714 0.75496 0.67979
C -3.82654 -0.21394 0.84652
C -4.02388 0.87416 1.53011
C 1.65496 -0.64793 -0.26156
C 2.56645 0.48154 -0.13935
C 1.72106 -1.50393 0.93846
C 2.19597 -1.56056 -1.33123
H -1.67594 -0.62497 -1.55096
H -1.24414 -1.58380 -0.10704
H -0.50384 -1.83150 -1.75716
H 0.35798 0.36162 -1.62199
H 0.88550 2.40594 -0.79509
H -0.88079 2.70121 -0.74285
H 0.12889 3.07397 0.68573
H -1.24019 1.54285 1.95935
H -0.96224 -0.37227 1.38625
H -2.59264 1.28781 -0.19184
H -3.96095 -1.13153 0.31463
H -4.72590 1.53632 2.15785
H 3.66011 0.06174 -0.02629
H 2.41565 1.16129 0.78157
H 2.62649 1.13583 -0.97670
H 1.39700 -0.96386 1.93093
H 1.02666 -2.41324 0.51535
H 2.69440 -1.96562 1.02069
H 3.13303 -1.90741 -0.90843
H 1.66044 -2.49103 -1.64973
H 2.32174 -1.10989 -2.27387

Energy (Eh): -502.6860
Highest occupied orbital energy (eV): -12.55
LUMO level (eV): -3.34
Charge: +1
Kohn-Sham gap (eV): 9.207
SMILES: C[C@@H](N(C)C[NH+]1C=C1)C(C)(C)C

---

# C10H21N3O4

The molecule C10H21N3O4 (ωB97M-V with the def2-TZVPD basis set, the OMol25 dataset).

Cartesian coordinates (Å):
C -3.19271 2.51981 0.01227
C -2.32588 1.29923 0.53004
O -2.31020 1.37762 1.95912
C -3.02041 -0.04646 0.30823
N -2.12605 -1.04064 0.41915
C -0.78833 -0.91888 -0.04262
O -0.62210 -0.56407 -1.22580
C 0.27996 -1.53625 0.80413
N -0.28545 -2.65738 1.49522
C 1.64401 -1.66546 0.01918
C 2.33247 -0.29388 -0.16216
C 3.50214 -0.44461 -1.00096
C 4.23169 0.91193 -0.99325
N 4.19722 1.55072 0.37853
C -3.94818 -0.43596 -0.98837
O -5.11956 -0.66620 -0.81453
O -3.34435 -0.49636 -2.13499
H -4.29550 2.27725 0.02952
H -2.84805 2.74352 -1.07300
H -3.09602 3.51609 0.56455
H -1.43521 1.30947 0.03101
H -1.37691 1.29041 2.28917
H -3.93554 -0.10440 0.94429
H -2.25332 -1.51483 1.35441
H 0.51157 -0.70091 1.45732
H 0.42034 -3.22680 1.90491
H -0.84310 -3.20226 0.76350
H 1.43011 -2.09435 -0.99868
H 2.21412 -2.39024 0.65475
H 1.57787 0.43408 -0.52832
H 2.55018 0.10251 0.80799
H 4.23300 -1.27011 -0.73616
H 3.17875 -0.53270 -1.99587
H 5.22564 0.73633 -1.05951
H 3.80872 1.54891 -1.71357
H 4.94254 2.20422 0.25328
H 3.33130 2.11540 0.47985
H -2.44477 -0.13478 -1.99262

Energy (Eh): -858.7962
Highest occupied orbital energy (eV): -9.23
LUMO level (eV): 0.36
Kohn-Sham gap (eV): 9.585
SMILES: C[C@@H](O)[C@H](NC(=O)[C@@H](N)CCCCN)C(=O)O

---

# C10H21N5O4

The molecule C10H21N5O4 (ωB97M-V with the def2-TZVPD basis set, the OMol25 dataset).

Cartesian coordinates (Å):
H 0.81541 -3.64822 -0.64413
N 0.84498 -2.71778 -0.02668
C 2.06370 -2.33043 0.29580
N 3.27424 -2.97058 -0.06312
N 2.28230 -1.20251 0.99229
C 3.32970 -0.22213 0.58414
C 2.87116 1.27897 0.16676
C 1.98508 1.43934 -1.12812
C 0.59243 2.09301 -0.78283
N 0.72737 3.34955 -0.05240
C -0.13160 0.97449 0.13904
O 0.29969 0.71616 1.26489
N -1.14678 0.30052 -0.40175
C -2.06816 -0.45707 0.40164
C -2.53583 -1.70863 -0.49138
O -3.67281 -2.03076 -0.72003
O -1.53870 -2.35484 -1.02068
C -3.27688 0.30875 0.93055
C -3.82206 1.11973 -0.26421
O -4.28414 -0.55768 1.46736
H 3.07321 -3.77863 -0.58520
H 3.89581 -3.09759 0.80732
H 1.27078 -0.99846 1.29620
H 4.04071 -0.09636 1.46549
H 3.87769 -0.69177 -0.17474
H 3.74789 1.82047 -0.01646
H 2.43141 1.74423 1.03679
H 1.65795 0.43728 -1.40227
H 2.41770 2.07593 -1.89738
H -0.00381 2.33208 -1.73965
H 0.38422 3.20739 1.04410
H -0.03987 4.12178 -0.61881
H -1.62209 0.77014 -1.34300
H -1.62230 -0.76026 1.31862
H -0.59192 -2.20911 -0.55995
H -3.04994 0.96907 1.82169
H -3.83403 0.72323 -1.45986
H -5.09142 1.16288 0.02413
H -3.20640 2.08523 -0.29060
H -4.34469 -1.19742 0.62639

Energy (Eh): -968.2782
Highest occupied orbital energy (eV): -9.36
LUMO level (eV): 0.39
Kohn-Sham gap (eV): 9.747
SMILES: [H]/N=C(\N)NCCC[C@H](N)C(=O)N[C@H](C(=O)O)[C@@H](C)O

---

# C10H21O2P

A 2-piece molecular cluster, C10H21O2P overall (ωB97M-V with the def2-TZVPD basis set, the OMol25 dataset).

Cartesian coordinates (Å):
C -1.47721 -1.91480 0.42864
C -0.34307 -1.13654 1.20182
C -0.74506 -0.63331 -1.64068
C -0.99941 -2.09030 -1.01802
C -0.20402 0.32734 0.56432
C 0.27048 0.08058 -0.79065
C -2.09115 -2.73922 -1.97245
C 0.07018 1.69262 2.71732
C 2.07485 0.64150 1.63325
C 0.65161 1.24663 1.41815
O 1.52224 3.81473 -2.87368
O 0.25425 2.11201 -1.53390
P 1.59730 2.69276 -1.95787
H -1.65816 -2.93289 0.81625
H -2.32340 -1.37309 0.57589
H -0.61999 -0.92574 2.27449
H 0.71779 -1.55999 1.27015
H -0.49313 -0.75222 -2.72155
H -1.61949 0.07093 -1.66462
H -0.08772 -2.56790 -1.15969
H -1.16411 0.88484 0.46037
H 1.35799 0.14866 -1.07486
H -2.90083 -3.47375 -1.48331
H -1.47102 -3.28492 -2.77430
H -2.72772 -1.96344 -2.45536
H 0.24361 0.98658 3.53162
H -1.02225 1.87165 2.83264
H 0.47616 2.71051 2.86147
H 1.98902 -0.34464 2.02344
H 2.63118 1.38193 2.19864
H 2.51720 0.35556 0.61727
H 0.75683 2.10801 0.81611
H 2.32199 3.00191 -0.77681
H 2.49503 1.56403 -2.34409

Energy (Eh): -885.3749
Highest occupied orbital energy (eV): -9.37
LUMO level (eV): -0.75
Kohn-Sham gap (eV): 8.622

---

# C10H22

A 2-piece molecular cluster, C10H22 overall (ωB97M-V with the def2-TZVPD basis set, the OMol25 dataset).

Cartesian coordinates (Å):
C -0.19388 -1.33495 -3.35924
C -0.07751 -0.94734 -1.80452
C -0.48724 -2.11363 -0.93832
C -1.18106 0.12507 -1.40098
C 1.31974 -0.38453 -1.42469
H 0.58680 -2.07842 -3.59015
H -1.30377 -1.61798 -3.37741
H -0.03452 -0.49717 -4.06413
H -0.29864 -1.86497 0.16418
H -1.51882 -2.44506 -0.88781
H 0.02507 -3.15151 -1.30254
H -1.19071 0.41506 -0.35926
H -2.07745 -0.40934 -1.63137
H -1.20759 1.08860 -2.06662
H 1.52946 0.57440 -1.89347
H 1.43394 0.06376 -0.43914
H 2.10353 -1.08491 -1.71450
C 0.75300 -0.12306 2.22640
C -0.80880 0.24756 2.27569
C -0.94835 1.76570 2.11895
C 0.38802 2.22641 1.36466
C 1.43925 1.18353 1.93357
H 1.02837 -0.38478 3.25597
H 1.01586 -1.00685 1.57618
H -1.01162 -0.14166 3.32685
H -1.44846 -0.35281 1.47553
H -1.05420 2.35862 2.99538
H -1.79637 2.08116 1.53610
H 0.56546 3.25826 1.52407
H 0.23172 1.98391 0.29279
H 1.90502 1.53169 2.94405
H 2.31376 1.03525 1.24378

Energy (Eh): -394.1404
Highest occupied orbital energy (eV): -10.66
LUMO level (eV): 0.93
Kohn-Sham gap (eV): 11.586
SMILES: CC(C)(C)C.C1CCCC1